13 unconnected molecules or ions with the total composition H26O13 at a distorted geometry. Source: OMol25; level of theory: ωB97M-V/def2-TZVPD.

Geometry as XYZ:
```
39
Properties=species:S:1:pos:R:3:nbo_charge:R:1
H -0.35128 -0.58724 -1.35832 0.49
H 0.37915 0.43161 -0.49899 0.46
H 0.83109 2.70998 2.74052 0.47
H 1.93294 3.31315 1.88486 0.47
H -4.15898 -3.31005 -0.82471 0.46
H -4.24404 -1.79304 -0.78640 0.47
H 3.46638 -0.25465 -1.22692 0.47
H 2.08031 -0.15712 -1.84281 0.46
H -3.28069 -2.30194 -3.75872 0.46
H -2.93118 -2.29248 -5.23784 0.47
H 1.96602 -4.34558 -0.73485 0.48
H 1.80462 -2.84948 -0.52114 0.47
H 0.73642 2.18288 -0.82079 0.44
H 0.26000 3.31277 -1.71879 0.48
H 3.91043 0.84160 2.02312 0.46
H 3.48078 2.25472 2.38162 0.48
H -1.92426 4.37843 -1.69200 0.47
H -2.37337 3.44377 -0.58080 0.47
H -1.87149 -1.93343 2.81689 0.49
H -3.17310 -1.38841 3.38153 0.45
H -0.12372 4.51194 0.78093 0.48
H -1.26969 3.51477 0.83043 0.46
H 3.32027 -2.44188 1.62839 0.47
H 1.94071 -3.07024 1.51880 0.47
H -0.48247 -2.49065 0.77293 0.48
H 0.03708 -1.29472 1.55385 0.48
O -0.06752 -0.42120 -0.45228 -0.95
O 1.74558 2.57046 2.46992 -0.94
O -4.59721 -2.58485 -0.36533 -0.93
O 3.01346 -0.02892 -2.04722 -0.93
O -2.53092 -2.24929 -4.36210 -0.94
O 1.54742 -3.56456 -1.11402 -0.95
O 0.88362 3.11630 -1.01063 -0.92
O 3.40006 1.58828 1.69001 -0.94
O -2.40034 3.55466 -1.53786 -0.94
O -2.44562 -1.15964 2.79210 -0.96
O -0.76417 4.06175 0.21867 -0.94
O 2.87793 -3.27261 1.42052 -0.94
O -0.62422 -1.99511 1.58738 -0.95
```

Summary:
Relative energy (zero: lowest compared OMol25 entry of this formula, charge and spin), eV: 5.503
Charge: 0
E_tot, Eh: -993.57101
Spin multiplicity: 1
E_HOMO, eV: -10.465
LUMO energy, Ha: -0.0100
HOMO-LUMO gap, eV: 10.2